DFT (wB97M-V/def2-TZVPD) results for 10 unconnected molecules or ions with the total composition C54H97F5N4O20.

Geometry as XYZ:
```
180
Properties=species:S:1:pos:R:3:forces:R:3
C 5.9790 -2.6101 1.9770 0.4 -1.4 -0.1
C 6.0435 -2.9146 3.4690 0.1 1.1 -0.5
H 1.6335 0.2059 8.7019 0.2 0.0 0.2
H 6.3753 -3.9206 3.7077 -0.1 0.0 0.3
C -3.0524 -1.9057 2.4076 0.7 0.0 1.2
H -7.4326 -1.4638 -1.4133 0.1 -0.2 -0.2
H -4.0114 2.4303 -0.5480 0.3 -0.4 0.0
H -3.5504 3.1019 3.6413 -0.3 0.6 0.2
H -8.2182 -0.7184 -3.1963 -0.3 -0.1 -0.3
C 0.8964 0.6839 5.8678 -0.6 -0.2 0.4
H -1.8370 -0.4181 3.5580 0.3 -0.1 -0.5
H 5.9429 -3.5804 1.4692 -0.4 0.1 -0.2
H -5.1097 3.6493 2.8050 0.2 0.2 0.3
H 7.3523 1.7161 -0.1513 -0.2 0.1 0.1
H -4.3784 1.1357 0.6714 0.0 0.0 -0.1
C 0.8606 -0.5143 0.5037 -0.5 0.9 -0.5
H -0.3679 -1.9183 -0.6087 -0.3 0.2 -0.3
H 1.3530 -1.3285 1.0289 -0.4 -0.1 0.1
H -2.8190 7.1376 0.6661 0.2 0.0 0.9
C -0.0437 -0.8791 -0.6658 1.0 -1.1 -0.2
C -2.1960 2.2088 1.4810 0.2 0.1 1.7
H -3.1977 -1.3082 -2.2951 -0.2 0.1 -0.2
O 1.8015 2.8036 -5.5443 0.0 0.2 0.4
H -5.6730 -3.4112 -1.9221 0.1 0.2 0.2
C -6.6003 -2.9738 -3.8053 -0.6 -0.5 -0.2
H 4.9705 -7.5208 -1.6928 -0.2 0.1 0.2
H 3.1401 -4.8301 -0.8955 0.0 0.2 -0.1
H 6.7921 0.9059 1.3500 0.4 -0.2 0.0
H -1.9913 4.9025 3.6749 0.1 -0.4 -0.4
O 2.8280 -1.8713 2.9882 0.0 0.3 0.0
O -2.0891 -2.5174 1.5558 -0.8 0.0 -0.8
C 4.3816 -3.4938 -3.9756 -2.1 1.5 -0.1
H 5.1309 -1.9851 -5.3962 -0.3 -0.1 0.0
C 0.5404 -0.8090 6.1082 -0.5 0.0 -0.1
F 5.1405 1.5998 -1.0059 0.0 0.1 0.0
O -1.3537 1.3896 5.3551 0.0 -0.6 0.1
H -3.9287 -1.8319 -0.7994 0.0 0.1 0.1
O -1.2488 4.3792 -4.5328 0.4 0.7 0.3
H -0.1599 3.9858 -2.7722 0.3 0.2 -0.7
C -2.1596 -1.4599 3.5628 -0.6 -0.6 1.3
C -0.9976 2.9676 2.0413 0.7 0.5 -0.4
O 6.1150 -0.3806 -1.4782 -1.0 0.2 0.2
H -2.0751 6.2458 -0.5225 -0.1 -0.9 0.1
H -1.9348 6.4905 3.0486 -0.1 0.0 -0.1
F -1.1015 -0.0427 -0.7979 -0.1 0.1 0.2
H 4.8736 2.6333 -4.5919 0.1 -0.1 -0.1
H 2.3901 2.1012 6.5163 0.2 -0.2 -0.7
C -4.0196 -1.1021 -1.6075 -0.1 -0.3 0.0
C -6.0854 0.3172 -5.7160 -0.2 -0.4 0.0
H -5.4266 -0.2834 -6.3445 0.4 0.2 0.2
C -7.8333 -0.0360 -3.9520 0.6 0.7 0.9
C -2.1772 5.0971 1.3961 -0.9 0.4 1.2
H 3.0280 -2.5722 -2.4948 0.0 -0.1 0.0
H -4.5083 5.3916 -0.0748 0.0 -0.2 0.0
C 4.0739 -6.3160 -3.8657 0.3 -0.9 -0.1
C 3.9601 2.1048 -4.8763 0.6 0.6 0.5
H -6.9881 0.4295 -6.3194 0.0 0.2 0.1
H -2.2571 0.4078 7.5635 0.0 -0.4 0.2
H -3.8800 -0.0979 -1.2091 -0.1 -0.1 0.1
C 3.2793 -5.5943 -4.9187 -0.1 0.8 -0.3
C -0.8655 4.2891 1.2961 -1.1 0.8 0.0
C 3.0242 -2.8100 -3.5589 0.8 0.0 0.0
O 7.8273 -1.7596 -1.7899 0.2 0.4 0.6
H -1.9179 1.8092 0.5069 -0.4 0.2 -0.2
C -6.5630 -1.9561 -4.9370 0.1 -0.3 0.3
H -7.7013 0.9156 -3.4257 -0.1 0.1 -0.1
H 2.7412 -6.4613 -1.3071 0.0 -0.2 -0.4
H -0.1823 1.6620 -3.6593 0.1 0.3 0.2
H -1.7738 3.3019 8.6454 0.0 0.1 0.0
H 3.6544 -7.3024 -3.6442 -0.3 0.1 0.2
H -4.6603 1.9566 3.0234 -0.1 0.0 -0.3
H -2.3744 1.3710 2.1630 0.0 -0.3 -0.3
H -6.4488 -3.9692 -4.2375 0.2 0.0 0.0
F 6.8415 -2.0021 4.1163 0.1 -0.2 0.1
H 3.2282 -6.2484 -5.7913 -0.2 0.1 -0.1
O 2.7506 0.3056 -2.2225 -0.3 0.6 0.3
C -6.4846 -0.9452 -1.2511 -0.4 -0.2 0.1
C -2.0433 6.3774 0.5713 0.3 0.1 -1.6
H -6.1291 -1.2774 -0.2739 -0.1 0.3 0.1
H -4.2823 1.1409 -3.3269 -0.1 0.0 0.0
C 6.9337 0.8069 0.2760 -0.5 -0.1 0.3
H 6.2937 -6.5999 -2.3994 -0.1 0.0 -0.2
H -4.6095 -3.0720 -3.2631 0.3 0.4 0.3
H -0.9713 3.9300 7.1781 0.1 0.0 0.0
C -1.5938 3.4944 -5.4778 -0.7 0.1 -0.3
H 0.8470 3.1593 8.2304 0.5 -0.1 -0.1
C -5.5174 -2.7274 -2.7594 -0.2 -0.3 -0.7
H 5.6709 -6.0576 -0.8878 -0.2 -0.3 0.2
H 1.2874 1.9941 4.1402 0.2 0.2 0.5
H 2.6688 1.7085 8.6190 0.1 -0.6 0.6
H 0.9775 -1.4713 5.3610 0.1 0.1 0.0
N -3.3025 4.3051 0.9005 1.1 -0.6 -1.0
H 0.3541 2.1082 9.5088 -0.3 -0.1 0.0
N -0.2255 1.5928 6.2023 0.8 0.8 0.3
H 3.5889 1.6221 -3.9743 -0.3 -0.3 -0.3
H 2.2771 0.5302 4.2221 0.0 -0.1 0.0
N 4.9411 -4.2887 -2.8847 1.0 -1.6 -0.6
H 4.2096 1.3946 -5.6667 0.0 -0.2 0.2
C 5.3423 -2.3937 -4.4089 1.3 0.0 0.6
H 2.9376 -1.8468 -4.0616 -0.3 -0.1 -0.2
H -5.6440 1.2918 -5.5249 -0.1 0.0 0.1
H -0.8037 -0.2421 8.4307 0.0 -0.1 -0.4
C 3.9826 -2.1167 2.9054 0.3 -0.1 -0.3
C -4.2706 2.9599 2.8318 0.8 -0.6 0.0
H -0.0788 2.3793 1.9496 0.0 -0.1 -0.3
C -0.9792 -2.8594 2.2684 0.7 -0.1 -1.1
H -1.6276 2.2859 5.1309 0.1 0.0 -0.1
N -5.3703 -0.3884 -3.4639 0.0 -0.9 -0.8
C 5.3636 -6.5165 -1.8312 0.7 1.1 0.2
C -2.4069 5.5172 2.8747 0.2 1.0 0.5
H 2.2584 -5.3303 -4.6347 0.0 -0.3 0.1
C 3.5240 4.2936 -6.1947 0.6 -0.9 0.0
H 2.9874 4.4291 -7.1297 -0.4 0.4 0.3
F -3.6824 -0.8670 1.8323 0.2 0.1 -0.6
H 2.9071 0.3885 6.4495 0.2 0.0 0.3
C -1.0849 3.7348 -3.2988 0.8 -0.7 1.3
O -4.5052 5.0334 0.8198 -0.1 0.3 0.5
C -1.4977 3.0823 7.6132 -0.5 -0.7 0.1
C 1.8042 1.1706 8.2256 -0.2 0.6 -0.4
H -8.5255 0.1570 -4.7672 -0.1 -0.4 0.0
H 3.4813 5.1370 -5.5080 0.0 0.2 -0.2
H 6.1654 -3.3960 -1.7616 -0.1 0.1 -0.1
H 0.6051 0.5175 3.6740 -0.1 -0.4 0.3
H 6.8357 -2.1033 1.5397 -0.1 0.5 0.4
H -7.4553 -2.1044 -5.5511 -0.1 0.4 0.1
C -4.3886 2.2004 0.4508 -0.3 0.8 -0.1
H -2.5757 -1.6415 4.5528 -0.4 0.2 -0.1
C 5.6256 0.4638 -0.4341 0.4 0.5 -1.3
H 2.1883 -3.4660 -3.7893 -0.2 0.3 0.0
H -0.5451 -0.9338 6.0862 0.0 0.0 -0.4
O 0.8049 -0.7063 -1.7896 -1.0 -0.1 -0.1
H -2.4266 2.9103 7.0641 -0.1 0.2 0.1
O 1.8823 0.2456 -0.1395 0.7 0.9 0.4
H 5.4269 -1.5585 -3.7113 -0.4 -0.1 0.1
H -5.7448 -2.2038 -5.6178 0.3 0.2 0.2
H -6.7435 0.1134 -1.2459 0.4 0.1 0.2
H -7.6148 -3.0967 -3.4089 0.1 0.6 0.4
H -3.4590 5.6429 3.1320 -0.1 0.0 -0.3
O -5.2015 0.9644 -3.0891 -0.1 0.1 0.3
C -0.6523 1.8007 7.5937 0.6 0.0 0.9
H -1.8357 0.8762 9.2218 -0.1 0.4 -0.1
O 5.2130 -3.5597 -1.7066 -0.2 0.4 0.0
O 4.7265 -2.6862 3.8754 -0.1 -0.7 0.8
C 4.3590 -5.5964 -2.5454 -0.4 -0.7 -0.3
O 7.8009 -0.2720 -0.0721 0.4 -0.1 0.5
C -1.1076 2.2396 -3.6530 -1.2 -0.1 -0.4
C -6.4535 -0.4902 -4.4487 -0.4 -0.2 -1.2
H -0.7041 4.1770 0.2204 0.4 -0.3 0.1
C 2.1050 1.0670 6.7389 -0.8 0.7 -0.1
C 7.3176 -0.8748 -1.1666 -0.2 -0.7 -0.7
H -1.0320 6.7791 0.6648 -0.2 0.4 0.6
H -5.4246 2.5441 0.3897 0.0 0.0 0.5
F -2.0198 1.5551 -2.8785 0.2 0.2 0.1
O -0.0313 -3.4322 1.8171 -0.7 0.1 0.1
C 1.2855 0.9378 4.4209 -0.1 0.1 -0.9
C -1.4293 0.6287 8.2393 -0.1 0.3 -0.4
O -1.6526 2.2479 -4.9609 0.6 -0.3 0.1
H -1.8397 4.0224 -2.5612 -0.5 -0.3 -0.4
H 4.7751 -0.0080 0.0567 0.4 -0.2 0.3
H 0.2602 0.1620 1.1168 0.4 -0.2 0.5
H 2.3113 -5.1219 -2.4458 -0.5 -0.1 0.4
C 0.6096 2.1149 8.4476 -0.2 -0.2 -0.4
C 3.0449 -5.5107 -1.7442 0.4 0.5 0.0
H 4.5588 4.0756 -6.4708 0.1 0.4 0.2
H 3.6776 -3.7111 -6.0464 -0.2 0.2 0.2
H 6.3543 -2.8137 -4.4380 0.0 0.0 -0.2
O -1.8986 3.7923 -6.5813 0.2 -0.1 -0.2
H 5.0335 -6.5634 -4.3359 0.1 0.2 0.1
H 5.0361 -4.7399 -5.5857 0.1 0.4 -0.2
O 4.7627 -1.9084 1.8245 -0.2 0.4 -0.5
C 4.0799 -4.3238 -5.2437 0.9 -1.4 0.7
C -5.3982 -1.2742 -2.2809 0.6 0.3 0.0
H -1.0173 3.1772 3.1123 -0.5 -0.1 0.0
C 2.9868 3.0653 -5.4842 -0.9 -0.2 -0.7
C -3.5301 2.9862 1.4882 -0.7 -0.9 -1.7
H -0.1680 5.0096 1.7279 0.6 -0.5 -0.1
H 0.7981 -1.1883 7.0990 0.4 0.2 0.0
H -3.8206 -2.6046 2.7409 0.1 -0.3 -0.4
C 1.8748 0.0434 -1.4572 0.7 -1.2 -0.2
O -1.0966 -2.4104 3.4929 0.7 0.7 1.0
```
Forces are in eV/Å.

Its spin multiplicity is 1. The value obtained for the LUMO energy is 0.24 eV. The frontier orbital gap comes out at 8.32 eV. The SMILES is CC1(C)CCCC(C)(C)N1O.CC1(C)CCCC(C)(C)N1O.CC1(C)CCCC(C)(C)N1O.CC1(C)CCCC(C)(C)N1O.O=C1OC[C@@H](F)O1.O=C1OC[C@@H](F)O1.O=C1OC[C@@H](F)O1.O=C1OC[C@@H](F)O1.O=C1OC[C@@H](F)O1.CC(C)=O. The calculation puts the max |F| at 2.6 eV Å⁻¹. Its net charge is 0.